[1]
This record from OMol25 describes a single C24H35N3O5S molecule. The level of theory is ωB97M-V/def2-TZVPD.

CARTESIAN COORDINATES (ANGSTROEM)
C1 -4.585 2.833 3.104
N1 2.492 -2.797 -0.110
H1 1.067 -4.591 1.288
H2 -4.223 0.313 2.197
C2 -3.341 1.960 3.250
C3 2.495 3.437 -3.440
H3 2.081 2.798 -7.167
C4 -0.607 -3.388 1.781
H4 -6.695 0.785 4.925
C5 1.269 -2.595 0.487
C6 3.517 2.720 -2.560
C7 4.048 2.001 -7.567
H5 -2.872 2.165 4.215
H6 2.959 4.332 -3.855
O1 4.493 0.096 -2.142
H7 -2.618 2.188 2.465
C8 3.416 0.439 -1.680
H8 -4.286 0.319 5.249
H9 4.492 4.304 -6.041
H10 1.179 3.017 -5.115
O2 0.739 0.899 -0.377
H11 -0.869 -1.042 4.071
H12 3.703 4.677 -7.580
H13 -5.181 2.723 5.168
H14 4.043 -1.978 -1.227
H15 3.355 -4.357 0.992
C9 3.552 4.262 -6.587
N2 2.894 1.666 -1.800
H16 3.987 3.440 -1.878
H17 4.290 2.261 -3.181
H18 5.037 2.018 -7.119
H19 -1.120 -4.158 2.335
C10 0.618 -3.617 1.195
N3 -2.579 -0.386 3.137
C11 -5.606 2.496 4.187
O3 3.020 2.140 -5.457
C12 3.146 -4.083 -0.044
H20 1.994 1.843 -1.360
C13 -5.985 1.019 4.129
H21 1.610 1.603 -4.126
C14 -1.801 -0.547 4.344
C15 1.998 2.528 -4.570
C16 -1.209 -2.142 1.669
H22 2.814 4.872 -6.071
H23 -6.498 3.113 4.059
H24 -2.315 -1.165 5.086
C17 -3.743 0.488 3.165
H25 -5.005 -0.913 4.197
H26 1.638 3.741 -2.834
O4 -3.770 -1.687 1.324
H27 -5.030 2.664 2.121
C18 2.570 -0.528 -0.903
H28 -1.572 0.429 4.765
H29 3.715 0.969 -7.622
S1 -2.827 -1.862 2.389
C19 3.082 -1.782 -0.768
C20 -4.742 0.144 4.271
H30 2.522 -4.855 -0.499
C21 -0.594 -1.127 0.983
O5 -3.078 -2.910 3.343
H31 -4.305 3.887 3.170
C22 3.084 2.809 -6.703
H32 4.098 2.416 -8.569
C23 0.655 -1.329 0.389
H33 -6.467 0.804 3.173
H34 -1.060 -0.158 0.896
H35 4.087 -4.033 -0.587
C24 1.287 -0.202 -0.318

The energy relative to the best compared isomer or geometry (same formula, charge and spin) comes out at 35.0 kJ/mol. The energy is -1874.21918 a.u. As for the SMILES: CC(C)OCCCNC(=O)c1cn(C)c2ccc(S(=O)(=O)N(C)C3CCCCC3)cc2c1=O. The lowest unoccupied orbital energy comes out at -0.10 eV.

[2]
This record from OMol25 describes a molecular structure, C34H39N5OPb. The level of theory is ωB97M-V/def2-TZVPD.

CARTESIAN COORDINATES (ANGSTROEM)
H1 3.209 0.029 1.815
O1 7.184 -0.513 -2.354
H2 5.623 -0.116 1.375
C1 -1.932 -1.683 1.852
C2 1.944 3.167 1.926
C3 -3.150 -0.853 2.041
H3 1.537 -3.842 3.270
H4 -0.198 0.408 -4.313
H5 4.672 -0.770 -2.815
C4 -0.696 -1.059 4.035
C5 -0.842 -1.791 2.766
H6 -6.016 1.479 -1.418
C6 3.044 -0.569 -1.418
C7 1.410 2.253 2.934
C8 0.438 -3.854 -0.075
H7 0.026 0.003 -2.632
C9 -3.985 -0.458 -3.977
C10 -2.422 4.001 0.209
C11 4.397 -0.625 -1.769
H8 2.272 -2.899 1.956
H9 -4.883 -0.770 -5.935
H10 3.817 4.132 1.249
N1 -1.094 3.790 -0.183
H11 3.838 1.890 5.030
H12 7.504 -0.703 0.814
H13 -1.674 -0.857 4.485
C12 6.832 -0.540 -1.184
C13 0.418 1.168 2.785
C14 -4.109 1.234 -2.210
C15 3.339 2.233 4.122
C16 3.561 -0.182 0.797
H14 -0.061 1.707 -3.109
C17 -5.008 1.810 -1.185
C18 -2.412 -2.503 -0.559
C19 -1.953 0.640 -3.149
N2 -2.249 2.553 -1.501
H15 1.277 3.439 1.091
C20 -4.706 -1.338 -4.993
N3 2.611 -0.336 -0.155
H16 -4.751 1.467 -0.182
H17 -0.204 -0.063 3.864
C21 -0.325 -3.037 0.899
H18 -2.965 -0.023 2.740
C22 -2.726 1.480 -2.289
H19 -3.213 -3.261 -0.500
C23 3.315 3.459 1.976
C24 -2.582 -0.358 -3.934
C25 5.379 -0.479 -0.778
H20 -5.698 -1.662 -4.606
H21 1.778 -2.090 3.446
C26 -1.069 2.514 -0.720
H22 -2.958 4.187 1.184
H23 -5.808 0.158 -2.984
H24 -3.973 3.933 -1.205
H25 5.089 2.972 3.154
C27 -0.474 0.719 -3.297
H26 0.526 -4.904 0.248
H27 -5.148 2.885 -1.177
H28 -0.043 -3.850 -1.060
H29 -0.644 1.714 2.714
N4 7.741 -0.616 -0.162
C28 1.499 -2.878 2.735
C29 -4.723 0.310 -3.069
H30 -2.902 -1.538 -0.783
H31 1.458 -3.464 -0.209
H32 -1.788 -2.753 -1.430
H33 2.273 -0.715 -2.183
H34 -3.980 -1.454 2.453
Pb1 -0.171 0.609 0.214
H35 -4.102 -2.236 -5.245
H36 -1.989 -1.066 -4.543
H37 8.708 -0.747 -0.408
C30 4.937 -0.253 0.537
C31 -1.609 -2.448 0.692
C32 -3.028 3.559 -0.912
C33 0.159 -2.607 2.165
H38 -3.523 -0.420 1.097
N5 2.037 2.006 4.127
C34 4.012 2.896 3.060
H39 -0.080 -1.621 4.751

The energy is -1860.50249 a.u. The lowest unoccupied orbital energy (spin up / spin down) comes out at 4.03 / 4.03 eV. As for the total charge: -2.

Which value of energy does entry 2 give?
-1860.50249 a.u.